Record 1
The following is a quantum chemistry calculation of a structure of composition C8H11B2F8N3O7V at a distorted geometry, from the Open Molecules 2025 dataset.

The HOMO-LUMO gap (spin up / spin down) comes out at 7.7 / 7.7 eV. The charge is -2. As for the LUMO energy (spin up / spin down): 4.6 / 4.6 eV. As for the multiplicity: 2. The value obtained for the HOMO energy (spin up / spin down) is -3.167 / -3.172 eV.

Each line ends with the Löwdin spin population.
Atoms and positions in Å:
H (-3.446, -0.387, -3.872)  0.00
O (-1.385, 1.982, -0.171)  0.01
F (1.569, -0.775, 0.633)  0.02
F (-0.835, -0.219, -2.037)  0.01
H (1.675, 0.034, 4.651)  0.00
N (0.706, -2.896, 3.260)  0.00
C (0.677, -3.270, 2.175)  0.00
O (-0.912, -0.752, 0.568)  -0.25
F (3.562, -0.360, -0.464)  0.00
H (1.015, 3.811, -0.756)  0.00
B (0.295, -0.868, -2.497)  0.00
C (-2.489, 2.591, -0.313)  0.00
N (-3.549, -0.835, -0.761)  0.00
C (2.441, 2.861, -0.326)  0.00
H (-5.191, -0.303, -3.448)  0.00
H (-0.241, -3.301, 0.288)  0.00
H (-4.124, -1.830, -3.620)  0.00
H (0.693, -4.810, 0.726)  0.00
H (-3.494, 3.817, -1.167)  0.00
N (-0.310, 1.186, 2.441)  0.00
V (-0.017, 0.332, -0.168)  1.18
H (2.630, 1.054, 3.611)  0.00
H (1.571, 1.790, 4.855)  0.00
O (-3.435, 2.478, 0.491)  0.00
C (0.545, 1.067, 3.196)  0.00
C (0.639, -3.719, 0.771)  0.00
F (0.273, -1.116, -3.876)  0.00
F (1.404, -0.140, -2.102)  0.01
F (3.559, -0.191, 1.756)  0.00
O (-2.687, 3.348, -1.423)  0.00
F (0.374, -2.121, -1.863)  0.00
F (3.247, -2.289, 0.738)  0.00
C (1.672, 0.988, 4.125)  0.00
B (3.010, -0.908, 0.689)  0.00
C (-3.876, -0.825, -1.860)  0.00
O (3.661, 2.781, -0.188)  0.00
O (1.952, 4.102, -0.746)  0.00
O (1.550, 1.957, -0.252)  0.00
C (-4.250, -0.805, -3.257)  0.00
H (1.522, -3.461, 0.190)  0.00


Record 2
The following is a quantum chemistry calculation of the molecule C8H11BrO3S at a distorted geometry, from the Open Molecules 2025 dataset.

The HOMO-LUMO gap comes out at 9.6 eV. Its structure (SMILES) is C=C[C@@]1([C@H](Br)CC)OC(=O)O[C@@H]1S. The charge is 0. As for the LUMO energy: 0.0 eV. The value obtained for the HOMO energy is -9.621 eV.

Each line ends with the Löwdin charge.
Atoms and positions in Å:
Br (-0.905, -2.031, -1.699)  0.67
H (1.852, 2.282, 1.852)  -0.10
H (-1.408, 0.521, -1.621)  0.13
H (1.489, -0.505, 1.687)  0.11
C (2.030, -0.697, -2.144)  -0.18
C (-0.503, -0.125, -1.186)  -0.55
C (0.391, -0.854, 1.415)  -0.07
H (2.375, -1.163, -1.115)  0.08
H (2.950, -0.118, -2.635)  0.09
C (0.850, 0.424, -1.931)  -0.27
C (-0.066, -2.146, 2.064)  0.02
H (-0.948, 1.342, 2.209)  0.15
H (0.696, -2.982, 2.394)  0.08
H (0.516, 0.766, -3.024)  0.13
C (-0.653, 1.584, 1.085)  -0.54
O (-4.101, 0.944, 1.181)  0.05
O (-1.949, 2.005, 0.478)  -0.06
H (1.732, -1.541, -2.902)  0.06
S (0.807, 2.755, 1.038)  0.73
C (-2.812, 0.833, 0.841)  -0.22
C (-0.538, 0.082, 0.439)  -0.39
H (-1.212, -2.377, 2.255)  0.09
O (-1.935, -0.364, 0.757)  -0.09
H (1.343, 1.363, -1.437)  0.08


Record 3
The following is a quantum chemistry calculation of the molecule C8H11BrO4 at a distorted geometry, from the Open Molecules 2025 dataset.

The HOMO-LUMO gap comes out at 10.0 eV. Its structure (SMILES) is O=C(Br)C[C@@H]1C[C@@H](CCO)OC1=O. The charge is 0. As for the LUMO energy: -0.4 eV. The value obtained for the HOMO energy is -10.450 eV.

Each line ends with the Löwdin charge.
Atoms and positions in Å:
H (-1.381, -0.771, 2.540)  0.12
C (-0.455, -0.023, -3.127)  -0.21
C (-0.485, 1.054, 1.506)  -0.18
O (2.032, -0.251, 3.349)  -0.07
H (1.713, -0.638, -2.422)  0.14
C (0.580, -0.707, -2.055)  -0.10
H (1.126, -0.802, 0.162)  0.15
H (-1.774, -0.454, 0.114)  0.14
H (0.299, -1.842, -1.953)  0.13
C (-0.917, 0.346, 0.091)  -0.09
H (0.172, 0.632, -3.895)  0.13
C (-0.556, 0.050, 2.800)  -0.12
C (0.941, 1.724, 1.052)  -0.21
H (-1.255, 0.694, -2.663)  0.12
C (0.823, -0.775, 3.120)  -0.60
H (-1.173, 1.972, 1.829)  0.17
O (-1.224, -1.100, -3.825)  -0.15
H (-1.229, 1.271, -0.561)  0.12
C (0.552, -0.054, -0.549)  -0.26
H (-0.944, 0.583, 3.786)  0.15
Br (0.724, -2.809, 3.240)  0.58
O (1.311, 1.209, -0.302)  -0.06
H (-0.611, -1.889, -3.949)  0.10
O (1.733, 2.579, 1.712)  0.01


Record 4
The following is a quantum chemistry calculation of a cluster of 2 separate species, C8H11Cl4N3S in total at a distorted geometry, from the Open Molecules 2025 dataset.

The HOMO-LUMO gap comes out at 9.5 eV. Its structure (SMILES) is CC[C@@](S)(C#N)[C@@H](C#N)CN.ClC(Cl)(Cl)Cl. The charge is 0. As for the LUMO energy: 0.2 eV. The value obtained for the HOMO energy is -9.270 eV.

Each line ends with the Löwdin charge.
Atoms and positions in Å:
H (2.590, -2.528, -0.799)  0.07
C (-2.117, -1.745, 0.146)  -0.22
H (-2.977, -0.037, -1.915)  0.12
Cl (1.368, 4.158, 0.834)  0.53
H (0.208, -2.360, 1.011)  0.10
H (2.540, -1.369, 0.537)  0.05
S (0.443, 0.431, 0.671)  0.79
H (-1.728, 2.183, -1.669)  0.08
C (2.128, -2.291, 0.148)  -0.10
H (-1.446, -1.695, -1.780)  0.15
H (-2.620, 0.610, -0.340)  0.11
C (-2.164, 0.249, -1.252)  -0.24
H (0.226, -3.048, -0.580)  0.12
C (1.306, 3.954, 2.585)  -2.04
C (-1.392, -1.053, -0.906)  -0.30
H (-1.118, 1.138, -2.781)  0.08
H (-0.407, 0.049, 1.642)  -0.10
N (-1.314, 1.278, -1.802)  0.01
N (1.415, -0.415, -2.757)  0.20
Cl (0.735, 2.324, 2.965)  0.49
Cl (0.198, 5.141, 3.281)  0.53
Cl (2.919, 4.181, 3.266)  0.53
N (-2.708, -2.332, 0.954)  0.19
C (0.847, -0.668, -1.783)  -0.26
C (0.098, -0.872, -0.566)  -0.71
H (2.362, -3.057, 0.875)  0.08
C (0.610, -2.225, 0.016)  -0.26


Record 5
The following is a quantum chemistry calculation of a structure of composition C8H11ClF9HgOSm at a distorted geometry, from the Open Molecules 2025 dataset.

The calculation puts the energy relative to the best compared isomer or geometry (same formula, charge and spin) at 31.2 kcal/mol. The HOMO-LUMO gap (spin up / spin down) comes out at 3.7 / 4.0 eV. The charge is -2. As for the LUMO energy (spin up / spin down): 4.7 / 4.7 eV. As for the multiplicity: 6. The value obtained for the HOMO energy (spin up / spin down) is 1.040 / 0.640 eV.

Each line ends with the Löwdin spin population.
Atoms and positions in Å:
C (1.565, -0.743, 3.400)  0.00
H (2.614, 0.768, -4.857)  0.00
C (0.240, 1.442, 3.749)  0.00
H (0.049, -2.166, -1.516)  -0.01
F (0.184, 1.424, 5.100)  0.00
F (1.821, -0.790, 4.742)  0.00
Hg (0.374, -0.395, -3.688)  -0.01
C (-0.893, -0.251, -5.398)  0.00
F (-1.018, -1.122, 4.833)  0.00
H (1.820, -1.447, -1.516)  -0.01
H (-1.378, -1.227, -5.524)  0.00
C (2.403, 0.563, -3.795)  0.00
F (2.578, -0.135, 2.725)  0.00
H (-1.637, 0.543, -5.221)  0.00
C (-1.029, -0.796, 3.521)  0.00
F (-2.171, -0.085, 3.266)  0.00
F (-1.108, -1.943, 2.797)  0.00
F (-0.824, 2.168, 3.285)  0.00
H (-3.441, 0.743, -0.295)  0.00
Sm (-0.647, 0.988, -0.035)  5.28
H (2.384, 1.496, -3.211)  0.00
C (0.781, -1.384, -1.907)  -0.23
Cl (-0.450, 3.473, -0.436)  -0.01
O (0.175, 0.207, 1.738)  -0.01
C (-2.671, -0.026, -0.438)  -0.02
F (1.339, 2.127, 3.346)  0.00
H (-2.801, -0.509, -1.400)  0.00
H (-2.800, -0.797, 0.357)  0.00
H (-0.258, -0.009, -6.266)  0.00
F (1.477, -2.008, 2.900)  0.00
H (3.115, -0.158, -3.375)  0.00
C (0.209, 0.049, 3.119)  0.00


Record 6
The following is a quantum chemistry calculation of a cluster of 3 separate species, C8H11ClIN2S2 in total, from the Open Molecules 2025 dataset.

The HOMO-LUMO gap comes out at 3.5 eV. The charge is +1. As for the LUMO energy: -6.9 eV. The value obtained for the HOMO energy is -10.479 eV.

Each line ends with the Löwdin charge.
Atoms and positions in Å:
H (-1.554, -1.515, 0.099)  -0.11
C (4.694, 4.874, -1.659)  -0.10
I (-2.579, 2.728, 0.696)  0.69
S (-0.990, 1.073, 0.053)  -0.23
N (-3.547, -3.748, 0.617)  -0.02
H (-3.582, -2.766, 0.822)  0.10
H (-2.315, -6.755, 0.724)  0.10
C (-4.095, -5.733, -0.175)  -0.09
H (5.220, 5.183, -2.546)  0.10
C (-2.570, -4.617, 1.043)  -0.15
C (-2.884, -5.856, 0.562)  -0.10
C (-4.481, -4.424, -0.124)  -0.13
H (5.517, 6.190, -0.044)  0.10
S (-1.516, -0.596, 1.089)  0.43
C (3.749, 3.889, -1.596)  -0.14
Cl (0.687, 1.648, 0.970)  0.27
H (-5.332, -3.919, -0.546)  0.11
C (3.994, 4.723, 0.473)  -0.14
H (-1.747, -4.284, 1.653)  0.10
H (3.806, 4.812, 1.529)  0.10
H (3.346, 3.246, -2.359)  0.10
H (2.628, 3.166, 0.043)  0.06
N (3.324, 3.804, -0.295)  -0.02
H (-4.623, -6.523, -0.683)  0.10
C (4.850, 5.402, -0.347)  -0.10